C42H112O14 | wB97M-V/def2-TZVPD

Summary:
- Electronic energy: -2720.37986 a.u.
- HOMO energy (alpha / beta): -11.396 / -11.396 eV
- Net charge: +1
- ΔE to the lowest compared entry with this formula, charge and spin: 0.0 kcal per mole
- Multiplicity: 2
- Orbital gap (alpha / beta): 9.228 / 2.720 eV

Positions of all 168 atoms, in Å:
1 C -5.297 -3.090 -2.606
2 C -3.900 -2.682 -2.012
3 C -2.738 -2.911 -3.040
4 O -3.930 -1.283 -1.797
5 H -5.980 -2.938 -1.771
6 H -5.287 -4.158 -2.823
7 H -5.481 -2.459 -3.476
8 H -3.700 -3.293 -1.131
9 H -2.660 -3.990 -3.175
10 H -1.853 -2.612 -2.477
11 H -2.776 -2.381 -3.992
12 H -4.171 -0.857 -2.623
13 C 5.613 -0.361 -0.420
14 C 4.245 -0.922 -0.215
15 C 4.256 -2.164 0.636
16 O 3.496 0.084 0.385
17 H 5.685 0.582 -0.962
18 H 6.175 -1.055 -1.045
19 H 6.083 -0.187 0.548
20 H 3.801 -1.184 -1.175
21 H 4.942 -2.822 0.102
22 H 3.325 -2.731 0.655
23 H 4.574 -2.096 1.676
24 H 2.612 -0.283 0.459
25 C 1.964 -3.244 -2.220
26 C 1.182 -4.262 -3.124
27 C 1.901 -4.658 -4.438
28 O 0.922 -5.460 -2.393
29 H 2.308 -2.309 -2.664
30 H 2.936 -3.640 -1.925
31 H 1.417 -2.994 -1.311
32 H 0.216 -3.772 -3.245
33 H 2.315 -3.832 -5.016
34 H 1.262 -5.262 -5.082
35 H 2.782 -5.247 -4.184
36 H 1.752 -5.789 -2.041
37 C -0.670 -0.041 -1.018
38 C 0.169 0.472 0.117
39 C -0.673 1.109 1.179
40 O 0.860 -0.664 0.595
41 H -0.141 -0.584 -1.801
42 H -1.212 0.784 -1.480
43 H -1.404 -0.751 -0.638
44 H 0.889 1.191 -0.274
45 H -1.365 1.867 0.811
46 H -0.085 1.447 2.033
47 H -1.347 0.372 1.616
48 H 0.302 -1.256 1.104
49 C 2.793 3.455 2.433
50 C 4.054 3.534 1.570
51 C 4.963 4.620 2.073
52 O 4.740 2.298 1.643
53 H 2.225 4.385 2.444
54 H 3.180 3.204 3.421
55 H 2.159 2.610 2.164
56 H 3.876 3.553 0.494
57 H 4.414 5.561 2.092
58 H 5.852 4.722 1.450
59 H 5.247 4.459 3.113
60 H 4.216 1.602 1.240
61 C -4.825 0.661 1.398
62 C -4.651 -0.860 1.638
63 C -5.814 -1.737 1.167
64 O -3.494 -1.197 0.906
65 H -3.917 1.153 1.748
66 H -5.679 1.108 1.908
67 H -4.911 0.838 0.326
68 H -4.531 -1.082 2.698
69 H -5.628 -2.810 1.113
70 H -6.067 -1.428 0.153
71 H -6.682 -1.501 1.782
72 H -3.766 -1.361 0.000
73 C 1.575 -0.111 4.509
74 C 2.583 -0.912 5.324
75 C 3.791 -1.410 4.523
76 O 3.063 -0.060 6.378
77 H 2.056 0.607 3.844
78 H 0.766 0.266 5.134
79 H 1.035 -0.816 3.877
80 H 2.041 -1.706 5.837
81 H 4.594 -1.956 5.018
82 H 4.380 -0.637 4.029
83 H 3.415 -2.085 3.754
84 H 3.836 -0.429 6.811
85 C 4.371 2.989 -4.166
86 C 4.126 1.713 -3.345
87 C 2.916 1.814 -2.420
88 O 4.080 0.632 -4.239
89 H 4.467 3.846 -3.498
90 H 3.451 3.208 -4.707
91 H 5.215 2.922 -4.853
92 H 5.027 1.485 -2.774
93 H 3.117 2.599 -1.690
94 H 2.759 0.891 -1.861
95 H 2.026 1.898 -3.043
96 H 4.965 0.655 -4.610
97 C 0.637 4.966 -0.041
98 C -0.645 5.617 -0.502
99 C -1.809 5.427 0.488
100 O -0.378 7.003 -0.766
101 H 0.900 5.345 0.946
102 H 1.511 5.177 -0.657
103 H 0.471 3.888 -0.064
104 H -0.882 5.091 -1.427
105 H -1.505 5.618 1.518
106 H -2.202 4.411 0.464
107 H -2.564 6.151 0.183
108 H 0.134 7.036 -1.578
109 C 0.624 -4.158 1.138
110 C -0.752 -3.608 0.737
111 C -1.815 -4.662 0.770
112 O -1.138 -2.574 1.644
113 H 0.931 -4.957 0.464
114 H 0.569 -4.512 2.167
115 H 1.399 -3.392 1.120
116 H -0.725 -3.179 -0.264
117 H -1.740 -5.136 1.749
118 H -1.711 -5.328 -0.086
119 H -2.815 -4.238 0.666
120 H -1.977 -2.192 1.376
121 C -4.052 1.884 -3.104
122 C -4.080 1.101 -4.387
123 C -2.738 0.533 -4.676
124 O -5.015 0.029 -4.259
125 H -4.090 1.272 -2.204
126 H -4.971 2.459 -2.988
127 H -3.288 2.659 -3.040
128 H -4.400 1.718 -5.227
129 H -2.063 1.335 -4.971
130 H -2.785 -0.142 -5.530
131 H -2.368 0.018 -3.789
132 H -5.743 0.163 -4.870
133 C -2.772 3.838 3.693
134 C -1.711 3.544 4.738
135 C -0.373 4.349 4.509
136 O -2.230 4.093 5.908
137 H -2.525 3.589 2.661
138 H -3.016 4.900 3.661
139 H -3.712 3.314 3.869
140 H -1.447 2.514 4.978
141 H -0.568 5.316 4.046
142 H 0.327 3.719 3.960
143 H 0.118 4.489 5.472
144 H -1.866 3.546 6.608
145 C -2.820 -3.253 5.966
146 C -2.273 -2.658 4.643
147 C -1.846 -1.160 4.866
148 O -1.104 -3.352 4.316
149 H -2.158 -2.969 6.784
150 H -2.862 -4.342 5.960
151 H -3.822 -2.866 6.152
152 H -3.028 -2.829 3.876
153 H -1.567 -0.750 3.896
154 H -0.975 -1.167 5.522
155 H -2.649 -0.500 5.192
156 H -0.926 -3.154 3.393
157 C 1.819 -1.511 -6.407
158 C 1.148 -0.241 -5.906
159 C 0.617 -0.497 -4.493
160 O 2.000 0.795 -6.025
161 H 1.199 -2.407 -6.419
162 H 2.774 -1.711 -5.922
163 H 2.119 -1.313 -7.436
164 H 0.306 0.028 -6.543
165 H 0.031 -1.411 -4.401
166 H 0.015 0.302 -4.061
167 H 1.513 -0.617 -3.884
168 H 2.618 0.674 -5.300

Löwdin population analysis, charges in e, atoms 1 to 6: atom 1 (C): -0.02, atom 2 (C): -0.43, atom 3 (C): -0.03, atom 4 (O): -0.10, atom 5 (H): 0.07, atom 6 (H): 0.08


C44H48N7O2PSbTeTl | wB97M-V/def2-TZVPD

Summary:
- Electronic energy: -3260.82069 a.u.
- HOMO energy: -11.884 eV
- Net charge: +2
- ΔE to the lowest compared entry with this formula, charge and spin: 0.0 kcal per mole
- Orbital gap: 6.478 eV

Positions of all 105 atoms, in Å:
1 Tl -0.050 0.979 1.551
2 C -1.663 1.320 7.151
3 N -0.890 1.813 6.032
4 C 0.407 2.256 6.080
5 C 0.747 2.568 4.798
6 N -0.314 2.351 3.960
7 C -1.286 1.878 4.718
8 P -2.955 1.339 4.219
9 C -3.054 2.281 2.651
10 N -2.300 2.081 1.572
11 C -2.711 2.999 0.634
12 C -3.707 3.752 1.150
13 N -3.925 3.288 2.423
14 C -4.933 3.806 3.350
15 C -2.568 -0.314 3.550
16 N -1.450 -0.688 2.931
17 C -1.510 -2.041 2.772
18 C -2.686 -2.498 3.317
19 N -3.349 -1.409 3.777
20 C -4.701 -1.432 4.299
21 H -1.577 1.998 8.002
22 H -1.343 0.330 7.461
23 H -2.726 1.278 6.866
24 H 0.945 2.299 7.001
25 H 1.688 2.973 4.425
26 H -2.309 3.051 -0.375
27 H -4.310 4.539 0.762
28 H -5.599 4.479 2.808
29 H -4.450 4.335 4.154
30 H -5.529 2.992 3.764
31 H -0.752 -2.649 2.289
32 H -3.120 -3.478 3.341
33 H -5.425 -1.508 3.488
34 H -4.900 -0.530 4.866
35 H -4.845 -2.283 4.967
36 C -0.440 -4.356 -4.165
37 C -0.381 -3.196 -3.208
38 C -1.503 -3.021 -2.373
39 C -1.621 -1.961 -1.522
40 C -2.785 -1.777 -0.609
41 O -2.962 -2.619 0.250
42 C -3.662 -0.554 -0.733
43 C -3.582 0.326 -1.799
44 C -4.495 1.353 -1.901
45 C -5.442 1.549 -0.922
46 C -5.526 0.681 0.157
47 C -4.628 -0.367 0.254
48 C -0.540 -1.033 -1.393
49 O -0.615 -0.022 -0.628
50 C 0.621 -1.307 -2.170
51 C 0.668 -2.331 -3.135
52 C 1.669 -0.358 -1.878
53 N 2.117 -0.289 -0.650
54 C 1.910 -1.401 0.298
55 C 2.527 -2.694 -0.217
56 Te 4.712 -2.844 -0.531
57 C 4.675 -2.805 -2.627
58 C 5.518 -1.990 -3.369
59 C 5.494 -2.040 -4.743
60 C 4.653 -2.924 -5.398
61 C 3.844 -3.776 -4.676
62 C 3.854 -3.714 -3.291
63 C 2.167 0.640 -2.873
64 C 1.882 1.991 -2.674
65 C 2.362 2.928 -3.581
66 C 3.104 2.511 -4.663
67 C 3.339 1.169 -4.885
68 C 2.892 0.207 -3.982
69 H -0.588 -5.300 -3.656
70 H 0.464 -4.438 -4.779
71 H -1.277 -4.217 -4.847
72 H -2.316 -3.741 -2.453
73 H -2.832 0.184 -2.556
74 H -4.476 2.016 -2.757
75 H -6.180 2.343 -1.011
76 H -6.292 0.829 0.926
77 H -4.674 -1.076 1.071
78 H 1.536 -2.494 -3.764
79 H 0.824 -1.508 0.421
80 H 2.298 -1.136 1.279
81 H 2.137 -2.895 -1.202
82 H 2.239 -3.502 0.446
83 H 6.199 -1.325 -2.859
84 H 6.122 -1.406 -5.341
85 H 4.639 -2.952 -6.485
86 H 3.194 -4.485 -5.179
87 H 3.212 -4.399 -2.738
88 H 1.200 2.260 -1.877
89 H 2.162 3.985 -3.434
90 H 3.450 3.245 -5.396
91 H 3.899 0.874 -5.760
92 H 3.079 -0.843 -4.131
93 C 2.413 3.178 0.381
94 Sb 3.313 1.187 0.049
95 C 3.918 0.524 2.028
96 C 4.986 1.300 -1.261
97 H 3.098 3.868 -0.116
98 H 2.383 3.264 1.459
99 H 1.409 3.210 -0.037
100 H 4.690 1.261 2.302
101 H 4.342 -0.457 1.962
102 H 3.051 0.591 2.650
103 H 5.861 1.698 -0.748
104 H 4.677 1.934 -2.095
105 H 5.163 0.294 -1.605

Löwdin population analysis, charges in e, atoms 1 to 6: atom 1 (Tl): 0.90, atom 2 (C): -0.03, atom 3 (N): -0.12, atom 4 (C): -0.04, atom 5 (C): -0.14, atom 6 (N): -0.02


H16O8 | wB97M-V/def2-TZVPD

Summary:
- Electronic energy: -611.44570 a.u.
- HOMO energy: -10.390 eV
- ΔE to the lowest compared entry with this formula, charge and spin: 85.9 kcal per mole
- Orbital gap: 10.519 eV

Positions of all 24 atoms, in Å:
1 H -0.242 0.694 -0.109
2 H -0.994 1.643 0.810
3 H 1.565 -0.790 -2.807
4 H 0.980 -0.762 -1.405
5 H 3.760 2.609 -0.043
6 H 4.966 3.529 -0.139
7 H -0.865 -2.809 -0.585
8 H -2.347 -2.882 -0.253
9 H -2.119 0.572 3.074
10 H -2.254 0.367 1.574
11 H -6.071 1.179 -1.483
12 H -4.996 2.062 -0.872
13 H 0.671 -2.469 0.803
14 H 0.587 -1.294 1.764
15 H 4.030 -0.136 -0.748
16 H 3.990 -1.451 0.012
17 O -0.605 1.587 -0.070
18 O 1.044 -1.317 -2.191
19 O 4.488 2.964 0.479
20 O -1.486 -2.711 0.146
21 O -1.655 0.208 2.312
22 O -5.936 2.044 -1.081
23 O 0.046 -1.970 1.341
24 O 3.443 -0.868 -0.527

Löwdin population analysis, charges in e, atoms 1 to 6: atom 1 (H): 0.01, atom 2 (H): 0.00, atom 3 (H): 0.04, atom 4 (H): 0.00, atom 5 (H): 0.03, atom 6 (H): 0.04


CH2BrNO4 | wB97M-V/def2-TZVPD

Summary:
- Electronic energy: -2968.94317 a.u.
- HOMO energy: -10.273 eV
- ΔE to the lowest compared entry with this formula, charge and spin: 22.6 kcal per mole
- Orbital gap: 10.163 eV

Positions of all 9 atoms, in Å:
1 C -0.865 0.004 0.242
2 N -1.253 2.246 0.014
3 O -1.543 3.133 0.748
4 O -0.482 2.599 -1.052
5 O -0.538 -0.094 1.499
6 O -0.175 0.018 -0.728
7 Br -2.797 -0.235 0.124
8 H 0.420 -0.172 1.638
9 H -0.248 1.767 -1.519

Löwdin population analysis, charges in e, atoms 1 to 6: atom 1 (C): -1.00, atom 2 (N): -0.20, atom 3 (O): 0.08, atom 4 (O): 0.04, atom 5 (O): 0.05, atom 6 (O): 0.02


ClIO2P | wB97M-V/def2-TZVPD

Summary:
- Electronic energy: -1249.66949 a.u.
- HOMO energy (alpha / beta): -4.501 / -4.531 eV
- Net charge: -1
- ΔE to the lowest compared entry with this formula, charge and spin: 163.4 kcal per mole
- Orbital gap (alpha / beta): 6.429 / 6.216 eV

Positions of all 5 atoms, in Å:
1 O -0.377 0.111 -1.662
2 O -1.348 -1.920 1.355
3 P -0.201 0.204 -0.213
4 Cl -0.103 2.144 0.311
5 I 2.029 -0.538 0.209

Löwdin charges, unit e, in atom order: atom 1 (O): -0.61, atom 2 (O): -0.53, atom 3 (P): -0.22, atom 4 (Cl): 0.11, atom 5 (I): 0.26


C4H4CeO6 | wB97M-V/def2-TZVPD

Summary:
- Electronic energy: -1081.05278 a.u.
- HOMO energy (alpha / beta): -13.306 / -13.309 eV
- Net charge: +1
- Multiplicity: 2
- Orbital gap (alpha / beta): 7.944 / 7.958 eV

Positions of all 15 atoms, in Å:
1 O -0.332 -0.361 -0.815
2 C 0.796 -1.107 -0.634
3 O 1.669 -0.475 0.084
4 O 0.847 -2.277 -0.989
5 Ce 0.696 1.438 0.338
6 O -3.331 1.002 -0.083
7 C -2.437 1.349 0.746
8 C -2.554 -0.847 -0.486
9 O -1.507 2.168 0.550
10 O -1.976 0.282 1.472
11 C -2.521 -0.986 1.048
12 H -3.139 -1.727 -0.790
13 H -2.631 -0.532 -1.531
14 H -1.962 -1.843 1.432
15 H -3.517 -1.110 1.487

Löwdin population analysis, charges in e, atoms 1 to 6: atom 1 (O): -0.21, atom 2 (C): -0.80, atom 3 (O): -0.19, atom 4 (O): 0.12, atom 5 (Ce): 1.97, atom 6 (O): 0.08


C13H27O8 | wB97M-V/def2-TZVPD

Summary:
- Electronic energy: -1113.36199 a.u.
- HOMO energy: -0.887 eV
- Net charge: -1
- Orbital gap: 3.193 eV

Positions of all 48 atoms, in Å:
1 C -1.675 3.175 0.071
2 C -1.182 2.563 -1.291
3 C -1.496 3.590 -2.418
4 C 0.275 2.033 -1.149
5 C 1.369 2.741 -1.977
6 C 0.351 0.503 -1.484
7 O 0.519 0.303 -2.887
8 C 1.432 -0.802 -3.097
9 O 2.578 -0.297 -3.887
10 H -0.959 3.934 0.430
11 H -2.693 3.593 -0.023
12 H -1.717 2.338 0.793
13 H -1.842 1.689 -1.445
14 H -2.387 3.236 -2.969
15 H -1.812 4.551 -1.965
16 H -0.699 3.796 -3.141
17 H 0.563 2.123 -0.080
18 H 1.680 3.726 -1.576
19 H 1.138 2.811 -3.050
20 H 2.274 2.105 -1.926
21 H -0.568 -0.032 -1.177
22 H 1.265 0.105 -1.015
23 H 0.947 -1.593 -3.741
24 H 3.257 -0.906 -3.640
25 C -4.940 0.564 5.379
26 O -3.851 1.225 6.018
27 C -2.844 1.524 5.193
28 O -2.801 1.286 4.021
29 O -1.895 2.133 5.903
30 C -0.753 2.508 5.131
31 H -5.693 0.373 6.141
32 H -5.376 1.197 4.606
33 H -4.620 -0.387 4.956
34 H -1.030 3.214 4.349
35 H -0.275 1.630 4.699
36 H -0.052 2.992 5.808
37 C 4.976 -5.994 -1.910
38 O 4.061 -4.912 -1.802
39 C 2.791 -5.292 -1.629
40 O 2.404 -6.430 -1.564
41 O 2.046 -4.201 -1.544
42 C 0.657 -4.453 -1.358
43 H 5.967 -5.566 -2.047
44 H 4.975 -6.594 -1.000
45 H 4.740 -6.614 -2.776
46 H 0.489 -4.991 -0.424
47 H 0.251 -5.010 -2.202
48 H 0.156 -3.489 -1.305

Löwdin population analysis, charges in e, atoms 1 to 6: atom 1 (C): -0.10, atom 2 (C): -0.37, atom 3 (C): -0.08, atom 4 (C): -0.32, atom 5 (C): -0.08, atom 6 (C): -0.25


C11H34O6 | wB97M-V/def2-TZVPD

Summary:
- Electronic energy: -890.82940 a.u.
- HOMO energy: -9.720 eV
- ΔE to the lowest compared entry with this formula, charge and spin: 65.6 kcal per mole
- Orbital gap: 10.153 eV

Positions of all 51 atoms, in Å:
1 C -8.793 18.173 -0.940
2 O -7.901 18.855 -1.818
3 H -9.840 18.228 -1.283
4 H -8.675 17.098 -0.847
5 H -8.798 18.725 0.003
6 H -8.320 19.707 -1.972
7 C -13.913 16.870 -2.874
8 C -13.019 18.023 -2.380
9 O -13.846 19.178 -2.191
10 H -13.267 16.098 -3.287
11 H -14.661 17.200 -3.588
12 H -14.399 16.507 -1.968
13 H -12.191 18.155 -3.076
14 H -12.685 17.813 -1.359
15 H -13.331 19.918 -1.860
16 C -12.693 13.406 -11.104
17 C -12.431 13.162 -9.611
18 O -13.567 12.525 -9.041
19 H -13.168 12.560 -11.592
20 H -11.768 13.687 -11.617
21 H -13.356 14.265 -11.259
22 H -12.216 14.035 -8.995
23 H -11.582 12.480 -9.641
24 H -14.373 13.032 -9.143
25 C -10.629 19.732 -8.342
26 C -10.768 18.611 -9.379
27 O -11.701 17.633 -9.041
28 H -9.780 20.387 -8.527
29 H -10.673 19.404 -7.302
30 H -11.508 20.390 -8.395
31 H -9.768 18.186 -9.541
32 H -10.976 19.078 -10.341
33 H -11.393 17.189 -8.238
34 C -9.493 11.406 -7.656
35 C -9.694 12.868 -7.378
36 O -8.932 13.678 -8.287
37 H -9.797 10.739 -6.845
38 H -8.459 11.077 -7.815
39 H -9.939 11.062 -8.595
40 H -9.322 13.022 -6.356
41 H -10.707 13.272 -7.353
42 H -8.155 14.008 -7.827
43 C -10.372 16.825 -4.730
44 C -10.198 15.645 -5.645
45 O -10.270 16.156 -6.998
46 H -9.677 17.610 -5.036
47 H -10.235 16.642 -3.663
48 H -11.352 17.297 -4.828
49 H -10.954 14.863 -5.532
50 H -9.193 15.236 -5.486
51 H -10.123 15.377 -7.559

Löwdin population analysis, charges in e, atoms 1 to 6: atom 1 (C): -0.17, atom 2 (O): -0.12, atom 3 (H): 0.06, atom 4 (H): 0.08, atom 5 (H): 0.08, atom 6 (H): 0.07